Density functional theory data (the ωB97M-V functional and the def2-TZVPD basis) for C80H200F6N18O37S6 as an isolated structure at a distorted geometry.

Properties
LUMO	-2.651	eV
net charge	+2
HOMO	-11.05	eV
frontier orbital gap	8.4	eV
energy above the lowest of the compared OMol25 structures with the same formula, charge and spin	25.9	kcal/mol

Geometry (Å):
C (0.592, 1.355, -7.154)
C (-0.617, 1.429, -6.218)
N (-1.569, 0.226, -6.124)
C (-0.816, -0.999, -6.021)
C (-2.418, 0.256, -4.891)
C (-1.652, 0.344, -3.569)
C (-2.439, 0.245, -7.362)
C (-3.768, -0.374, -7.224)
O (-3.595, -1.837, -7.114)
C (-4.876, -2.494, -6.979)
H (0.345, 1.138, -8.186)
H (1.353, 0.646, -6.758)
H (0.904, 2.433, -7.168)
H (-1.256, 2.223, -6.605)
H (-0.320, 1.624, -5.151)
H (-0.006, -0.957, -5.309)
H (-0.367, -1.134, -7.008)
H (-1.462, -1.848, -5.820)
H (-2.949, -0.721, -4.828)
H (-3.097, 1.039, -5.079)
H (-1.401, 1.346, -3.304)
H (-0.743, -0.161, -3.417)
H (-2.308, 0.024, -2.760)
H (-1.940, -0.086, -8.280)
H (-2.704, 1.287, -7.580)
H (-4.362, -0.016, -8.178)
H (-4.310, 0.038, -6.428)
H (-5.521, -2.381, -7.898)
H (-5.472, -2.030, -6.177)
H (-4.649, -3.525, -6.817)
C (6.939, -3.569, 2.458)
C (6.792, -5.059, 2.356)
N (7.001, -5.601, 0.961)
C (8.381, -5.471, 0.478)
C (6.366, -7.047, 0.971)
C (7.173, -7.987, 1.832)
C (6.036, -4.711, 0.119)
C (5.749, -5.178, -1.273)
O (6.711, -5.219, -2.283)
C (6.691, -3.996, -2.964)
H (7.909, -3.207, 2.079)
H (7.023, -3.348, 3.517)
H (6.070, -3.155, 2.040)
H (5.889, -5.563, 2.688)
H (7.657, -5.423, 2.941)
H (8.557, -5.962, -0.437)
H (9.040, -5.899, 1.253)
H (8.424, -4.421, 0.331)
H (6.396, -7.440, -0.052)
H (5.303, -6.926, 1.271)
H (7.089, -7.697, 2.834)
H (8.210, -8.081, 1.522)
H (6.618, -8.951, 1.842)
H (6.506, -3.720, 0.137)
H (5.153, -4.657, 0.745)
H (4.845, -4.479, -1.541)
H (5.327, -6.173, -1.318)
H (5.644, -3.646, -3.247)
H (7.300, -4.048, -3.815)
H (7.069, -3.177, -2.321)
C (-2.703, 5.345, 5.223)
C (-1.438, 5.865, 4.727)
N (-0.524, 4.805, 4.198)
C (-1.151, 4.110, 3.040)
C (0.731, 5.417, 3.648)
C (0.661, 6.275, 2.425)
C (-0.281, 3.682, 5.207)
C (0.419, 4.023, 6.494)
O (-0.413, 4.847, 7.292)
C (0.173, 5.538, 8.309)
H (-3.187, 4.687, 4.500)
H (-3.348, 6.115, 5.539)
H (-2.599, 4.703, 6.113)
H (-0.843, 6.442, 5.351)
H (-1.604, 6.393, 3.792)
H (-1.861, 3.335, 3.350)
H (-0.457, 3.640, 2.343)
H (-1.825, 4.764, 2.519)
H (1.369, 4.461, 3.513)
H (1.138, 6.037, 4.438)
H (-0.019, 7.112, 2.439)
H (0.470, 5.672, 1.542)
H (1.657, 6.660, 2.192)
H (0.291, 2.963, 4.717)
H (-1.221, 3.180, 5.427)
H (1.387, 4.577, 6.359)
H (0.696, 3.158, 7.058)
H (-0.501, 6.301, 8.742)
H (1.093, 6.080, 7.897)
H (0.521, 4.737, 9.012)
C (-2.353, 7.685, -1.726)
C (-2.829, 6.196, -1.947)
N (-3.487, 5.889, -3.245)
C (-3.923, 4.496, -3.234)
C (-4.696, 6.820, -3.453)
C (-5.683, 6.963, -2.327)
C (-2.578, 6.137, -4.416)
C (-1.123, 5.849, -4.172)
O (-0.845, 4.441, -4.138)
C (0.557, 4.206, -3.918)
H (-1.871, 7.661, -0.761)
H (-3.187, 8.410, -1.596)
H (-1.620, 8.035, -2.446)
H (-3.597, 5.889, -1.201)
H (-1.998, 5.481, -1.736)
H (-4.303, 4.147, -4.211)
H (-4.795, 4.462, -2.570)
H (-3.145, 3.840, -2.807)
H (-5.089, 6.406, -4.351)
H (-4.247, 7.799, -3.682)
H (-6.249, 6.057, -2.116)
H (-6.405, 7.767, -2.611)
H (-5.117, 7.291, -1.446)
H (-2.525, 7.158, -4.711)
H (-2.959, 5.549, -5.251)
H (-0.738, 6.433, -3.266)
H (-0.518, 6.295, -4.945)
H (1.186, 4.745, -4.629)
H (0.742, 3.147, -4.143)
H (0.871, 4.378, -2.910)
C (4.087, 3.682, -3.301)
C (4.360, 2.165, -3.518)
N (5.831, 1.814, -3.770)
C (6.538, 1.624, -2.460)
C (5.829, 0.481, -4.418)
C (4.962, -0.646, -3.767)
C (6.380, 2.848, -4.688)
C (7.745, 2.483, -5.308)
O (8.529, 2.158, -4.215)
C (9.788, 1.558, -4.627)
H (3.174, 3.788, -2.722)
H (3.850, 4.205, -4.218)
H (4.924, 4.150, -2.744)
H (3.868, 1.832, -4.412)
H (4.035, 1.504, -2.735)
H (6.336, 2.613, -1.952)
H (7.596, 1.506, -2.538)
H (6.043, 0.830, -1.826)
H (6.895, 0.113, -4.406)
H (5.551, 0.636, -5.543)
H (5.266, -1.549, -4.285)
H (3.894, -0.517, -3.841)
H (5.174, -0.700, -2.747)
H (6.551, 3.754, -4.086)
H (5.603, 3.053, -5.437)
H (8.139, 3.343, -5.903)
H (7.671, 1.565, -6.000)
H (9.669, 0.528, -4.804)
H (10.406, 1.713, -3.747)
H (10.233, 1.984, -5.572)
C (5.417, 3.923, 0.454)
C (6.092, 3.558, 1.746)
N (5.277, 2.938, 2.773)
C (6.229, 2.550, 3.934)
C (4.250, 3.833, 3.317)
C (4.746, 5.234, 3.795)
C (4.694, 1.662, 2.185)
C (4.420, 0.490, 3.147)
O (3.467, 0.876, 4.166)
C (2.914, -0.262, 4.842)
H (4.810, 4.846, 0.473)
H (4.844, 3.158, 0.006)
H (6.193, 4.182, -0.232)
H (6.535, 4.471, 2.191)
H (6.823, 2.832, 1.496)
H (6.802, 3.465, 4.127)
H (6.915, 1.791, 3.510)
H (5.579, 2.221, 4.791)
H (3.782, 3.308, 4.187)
H (3.521, 3.963, 2.486)
H (3.915, 5.843, 4.023)
H (5.380, 5.853, 3.164)
H (5.440, 5.053, 4.660)
H (5.454, 1.294, 1.462)
H (3.677, 2.006, 1.757)
H (5.369, 0.141, 3.632)
H (3.939, -0.251, 2.558)
H (2.155, -0.800, 4.255)
H (2.398, 0.001, 5.734)
H (3.735, -0.916, 5.030)
C (2.248, -6.529, -4.401)
C (0.881, -5.902, -4.510)
N (0.003, -6.160, -3.348)
C (0.703, -5.814, -2.102)
C (-1.236, -5.220, -3.424)
C (-1.968, -5.331, -4.717)
C (-0.406, -7.594, -3.138)
C (-1.516, -7.907, -2.103)
O (-2.726, -7.610, -2.719)
C (-3.908, -7.986, -1.937)
H (2.891, -6.173, -3.583)
H (2.698, -6.330, -5.394)
H (2.161, -7.593, -4.253)
H (0.425, -6.276, -5.361)
H (0.997, -4.853, -4.603)
H (1.616, -6.376, -2.037)
H (-0.029, -5.961, -1.332)
H (1.025, -4.757, -2.096)
H (-0.788, -4.218, -3.283)
H (-1.839, -5.567, -2.534)
H (-1.395, -5.002, -5.558)
H (-2.808, -4.595, -4.596)
H (-2.435, -6.306, -4.763)
H (0.527, -8.141, -2.962)
H (-0.790, -7.907, -4.114)
H (-1.338, -7.372, -1.139)
H (-1.497, -9.012, -1.866)
H (-3.901, -7.286, -1.095)
H (-3.695, -9.035, -1.594)
H (-4.766, -7.869, -2.599)
C (-9.432, 1.603, 1.729)
C (-8.244, 1.995, 0.868)
N (-6.831, 1.711, 1.515)
C (-5.782, 2.326, 0.569)
C (-6.695, 2.607, 2.793)
C (-7.034, 4.078, 2.559)
C (-6.446, 0.365, 1.905)
C (-6.336, -0.678, 0.792)
O (-7.654, -1.155, 0.530)
C (-7.818, -1.735, -0.737)
H (-9.516, 0.485, 1.812)
H (-10.261, 1.843, 1.109)
H (-9.467, 2.168, 2.640)
H (-8.287, 3.047, 0.653)
H (-8.228, 1.488, -0.107)
H (-6.171, 3.317, 0.331)
H (-5.619, 1.743, -0.326)
H (-4.859, 2.372, 1.108)
H (-5.737, 2.365, 3.194)
H (-7.364, 2.124, 3.505)
H (-7.880, 4.079, 1.870)
H (-6.167, 4.666, 2.150)
H (-7.346, 4.646, 3.436)
H (-7.105, -0.045, 2.622)
H (-5.421, 0.540, 2.440)
H (-5.654, -1.511, 1.165)
H (-5.921, -0.320, -0.150)
H (-8.831, -2.213, -0.721)
H (-7.051, -2.536, -0.936)
H (-7.675, -0.934, -1.471)
C (-0.759, -5.197, 7.591)
C (-2.231, -4.961, 7.854)
N (-2.928, -3.840, 7.227)
C (-4.423, -3.914, 7.603)
C (-2.319, -2.561, 7.699)
C (-2.945, -1.337, 7.022)
C (-2.790, -3.868, 5.714)
C (-3.137, -5.141, 5.031)
O (-4.553, -5.200, 5.049)
C (-5.262, -5.486, 3.905)
H (-0.590, -6.217, 7.871)
H (0.009, -4.492, 8.032)
H (-0.448, -5.036, 6.537)
H (-2.401, -4.871, 8.910)
H (-2.740, -5.887, 7.543)
H (-5.090, -3.241, 7.033)
H (-4.686, -3.634, 8.610)
H (-4.793, -4.927, 7.480)
H (-1.321, -2.491, 7.338)
H (-2.398, -2.519, 8.774)
H (-3.947, -1.468, 6.725)
H (-2.474, -0.977, 6.161)
H (-3.001, -0.557, 7.798)
H (-1.759, -3.607, 5.530)
H (-3.371, -3.142, 5.212)
H (-2.596, -6.055, 5.472)
H (-2.744, -5.017, 4.033)
H (-6.354, -5.398, 4.041)
H (-5.054, -6.489, 3.617)
H (-4.883, -4.919, 3.057)
C (-0.516, -1.951, 3.330)
C (0.039, -1.810, 1.967)
N (0.037, -0.408, 1.324)
C (1.179, 0.396, 1.926)
C (0.287, -0.551, -0.187)
C (1.751, -1.109, -0.527)
C (-1.245, 0.275, 1.605)
C (-1.613, 1.335, 0.648)
O (-0.727, 2.361, 0.423)
C (-1.355, 3.374, -0.291)
H (0.154, -1.697, 4.164)
H (-0.764, -2.990, 3.459)
H (-1.412, -1.418, 3.515)
H (-0.423, -2.510, 1.293)
H (1.171, -2.044, 2.053)
H (2.027, -0.284, 1.884)
H (0.891, 0.625, 2.937)
H (1.340, 1.282, 1.342)
H (0.185, 0.445, -0.636)
H (-0.420, -1.257, -0.574)
H (2.030, -1.877, 0.197)
H (2.409, -0.242, -0.463)
H (1.856, -1.492, -1.506)
H (-1.240, 0.643, 2.625)
H (-2.139, -0.481, 1.493)
H (-2.540, 1.734, 1.082)
H (-1.910, 0.802, -0.289)
H (-0.578, 4.097, -0.642)
H (-2.004, 3.841, 0.446)
H (-1.909, 3.022, -1.172)
N (-3.601, -3.805, -0.906)
S (-2.939, -4.228, 0.474)
O (-3.526, -5.457, 0.917)
O (-2.801, -3.135, 1.372)
F (-1.512, -4.489, -0.059)
S (-3.420, -2.403, -1.598)
O (-3.623, -1.215, -0.833)
O (-3.917, -2.455, -2.913)
F (-1.801, -2.328, -1.796)
N (1.602, -4.461, 3.388)
S (2.081, -4.170, 4.804)
O (1.094, -3.478, 5.513)
O (3.315, -3.465, 4.703)
F (2.356, -5.622, 5.577)
S (2.806, -5.128, 2.542)
O (3.612, -6.211, 3.060)
O (3.557, -4.045, 1.915)
F (1.897, -5.845, 1.407)
N (-5.896, 1.814, -5.986)
S (-6.495, 1.745, -4.517)
O (-7.769, 2.321, -4.412)
O (-5.440, 1.978, -3.566)
F (-6.798, 0.188, -4.627)
S (-5.322, 3.116, -6.583)
O (-4.044, 2.883, -7.203)
O (-5.580, 4.273, -5.806)
F (-6.285, 3.162, -7.904)
N (6.446, -0.787, 0.232)
O (6.947, -1.672, -0.573)
O (6.990, 0.326, 0.528)
O (5.277, -0.992, 0.699)
N (-3.268, 1.061, 3.772)
O (-3.773, -0.085, 3.631)
O (-3.693, 2.059, 3.204)
O (-2.231, 1.157, 4.518)
N (-3.589, 6.295, 1.887)
O (-2.385, 6.576, 1.622)
O (-4.157, 5.283, 1.375)
O (-4.188, 7.002, 2.691)
N (1.899, -2.485, -4.219)
O (0.784, -2.131, -3.707)
O (2.214, -2.062, -5.336)
O (2.730, -3.153, -3.496)
N (1.832, 3.752, -0.174)
O (2.091, 3.496, 1.068)
O (1.402, 4.910, -0.466)
O (2.001, 2.870, -1.040)